[1]
Here is 2 unconnected molecules or ions with the total composition C3H3NO2 in a non-equilibrium geometry from the Open Molecules 2025 dataset. Energies are from the ωB97M-V functional and the def2-TZVPD basis.

```
9
Properties=species:S:1:pos:R:3:forces:R:3
C -3.20661 0.23313 0.23906 3.52 -1.01 -0.10
C 0.31396 0.62984 0.17876 -3.92 0.74 0.45
C -0.55655 -0.48628 -0.22054 0.98 3.98 0.49
N -4.30327 0.43384 -0.02261 -1.59 0.34 -0.25
O -0.23662 0.41664 -1.15066 -0.41 -2.28 -1.16
O -0.33443 -1.72794 -0.11967 -0.73 -1.24 -0.29
H -0.14430 1.53723 0.51129 -0.13 0.11 0.95
H 1.31626 0.51412 0.34120 2.54 -0.59 0.02
H -0.51105 -2.22610 -0.93402 -0.26 -0.05 -0.12
```
Positions in Å, forces in eV/Å.

Summary:
- F_max: 4.1 eV/Å
- Total energy: -321.13364 Eh
- Kohn-Sham gap (alpha / beta): 7.7 / 7.7 eV
- Relative energy (zero: lowest compared OMol25 entry of this formula, charge and spin): 640.6 kJ/mol
- LUMO level (alpha / beta): -0.0696 / -0.0696 Eh


[2]
Here is a molecular structure, C20H21BeN3OS2Sb in a non-equilibrium geometry from the Open Molecules 2025 dataset. Energies are from the ωB97M-V functional and the def2-TZVPD basis.

```
49
Properties=species:S:1:pos:R:3:forces:R:3
Be 6.71843 -13.08914 1.02056 -0.16 -0.49 -1.01
C 6.34706 -12.22606 -2.16509 0.43 1.22 -0.44
C 5.97968 -11.24105 -1.11691 -0.69 -1.73 0.24
C 5.40467 -10.05197 -1.49748 -0.08 1.13 0.48
C 5.10650 -9.09144 -0.55397 -0.99 0.25 0.02
C 5.23652 -9.46182 0.78108 0.18 1.46 -0.33
C 5.91643 -10.60086 1.08922 0.41 -0.34 0.39
N 6.14695 -11.60579 0.19732 0.95 2.07 0.32
Sb 6.92566 -10.36466 3.08698 -0.53 -3.10 -2.51
C 5.62867 -12.13993 3.33017 -0.68 2.11 0.47
C 4.77266 -12.02969 4.40838 -0.34 -3.06 1.21
C 4.32444 -13.23727 5.03273 -0.88 -1.19 -2.74
C 4.66253 -14.47179 4.37256 0.31 4.50 0.43
C 5.52434 -14.37898 3.27305 0.22 -1.50 0.44
C 6.38787 -15.61760 3.13607 -1.35 -0.16 -1.65
N 5.80283 -13.23515 2.58586 1.70 -0.66 1.51
C 8.53040 -11.78008 2.26151 1.18 0.10 -1.62
C 9.80818 -11.30765 2.49049 0.02 0.56 0.37
C 10.95387 -11.92684 2.00374 0.65 -0.78 0.02
C 10.84455 -13.07103 1.24624 -2.47 0.00 -0.13
C 9.54210 -13.52923 0.86835 -0.46 1.95 1.10
C 9.37281 -14.71436 -0.04278 0.82 0.22 1.13
N 8.44015 -12.81558 1.32543 -0.37 -0.87 0.90
H 6.24082 -11.74036 -3.17805 0.03 -0.91 1.06
H 5.77155 -13.11263 -1.97049 -0.28 -0.44 -0.59
H 7.38599 -12.48585 -1.97448 0.17 -0.25 -0.34
H 5.13734 -9.83024 -2.51267 0.51 -0.20 -0.46
H 4.77967 -8.08364 -0.88413 -0.04 -0.86 0.47
H 4.95497 -8.81419 1.60420 0.16 0.36 -0.27
H 4.41348 -11.10982 4.78676 0.36 0.97 0.51
H 3.58000 -13.29352 5.83181 0.53 0.42 0.00
H 4.34247 -15.39830 4.73961 -0.05 -1.20 0.54
H 6.97675 -15.73986 4.04430 -0.25 -0.08 0.06
H 7.05598 -15.49204 2.29935 0.28 -0.26 -0.35
H 5.70369 -16.48042 2.92376 0.93 0.45 0.34
H 9.94659 -10.38254 3.02442 -0.02 0.07 0.46
H 11.95915 -11.58994 2.28544 -0.55 0.16 -0.18
H 11.65949 -13.63783 0.89192 0.98 -0.37 -0.24
H 9.79279 -14.48626 -1.00417 0.37 0.02 -0.49
H 8.36658 -14.99214 -0.18757 -1.14 -0.11 -0.03
H 9.88723 -15.58133 0.40084 0.03 0.31 -0.24
C 8.01859 -16.15909 -3.21867 -1.80 -0.15 -0.13
O 7.19398 -15.30336 -2.31200 -0.83 0.13 0.68
C 6.35104 -15.79064 -1.29530 2.40 -1.91 -1.68
S 6.14991 -17.42696 -1.12291 -0.18 0.69 -0.08
S 5.66898 -14.69178 -0.17482 -0.27 0.84 0.86
H 7.57829 -17.21557 -3.27917 0.66 1.66 0.01
H 9.00014 -16.17108 -2.75807 0.20 -0.18 -0.16
H 8.03109 -15.62240 -4.23267 -0.10 -0.83 1.65
```
Positions in Å, forces in eV/Å.

Summary:
- F_max: 4.5 eV/Å
- Total energy: -2065.37056 Eh
- Kohn-Sham gap: 6.1 eV
- Relative energy (zero: lowest compared OMol25 entry of this formula, charge and spin): 134.4 kJ/mol
- Total charge: +1
- LUMO level: -0.1392 Eh


[3]
Here is 2 unconnected molecules or ions with the total composition C5H10N2OS2 in a non-equilibrium geometry from the Open Molecules 2025 dataset. Energies are from the ωB97M-V functional and the def2-TZVPD basis.

```
20
Properties=species:S:1:pos:R:3:forces:R:3
C -0.10750 3.69011 0.54843 -0.50 3.36 -0.92
C 0.66940 2.07605 2.13518 -0.27 -2.20 2.12
C 1.13910 -1.08255 -0.74576 -0.80 2.36 3.00
C -1.31897 -1.76745 -0.58643 -1.48 -1.96 2.54
C -0.14136 -1.24091 0.14514 1.37 1.02 0.75
N 0.63677 2.62462 0.01852 0.98 -0.18 -0.75
N 1.10765 1.84250 0.90741 1.37 0.05 0.09
O -1.07930 1.33342 -0.33255 0.05 -0.84 0.89
S -0.35429 3.41197 2.33266 -0.15 0.20 0.11
S -0.88960 0.35630 0.81449 -0.44 0.06 -0.69
H 0.53721 4.66846 0.43042 -1.24 -1.65 0.20
H -1.07779 3.84409 -0.00947 1.02 -0.18 0.69
H 0.88951 1.36835 3.03243 -0.11 1.46 -1.94
H 1.92016 -1.68009 -0.31421 0.72 0.28 0.59
H 1.09624 -1.46212 -1.71692 -0.86 -0.12 -1.73
H 1.28229 0.05648 -0.64870 0.79 -1.89 -0.85
H -1.39563 -2.89363 -0.68962 0.32 1.34 -0.20
H -1.28716 -1.21643 -1.46900 -0.59 0.45 -1.91
H -2.16914 -1.40667 0.05477 0.01 -0.89 -1.14
H 0.10163 -1.59731 1.17417 -0.20 -0.68 -0.85
```
Positions in Å, forces in eV/Å.

Summary:
- F_max: 3.9 eV/Å
- Total energy: -1177.46420 Eh
- Kohn-Sham gap (alpha / beta): 7.2 / 7.3 eV
- Relative energy (zero: lowest compared OMol25 entry of this formula, charge and spin): 421.1 kJ/mol
- LUMO level (alpha / beta): -0.0195 / -0.0209 Eh


[4]
Here is 2 unconnected molecules or ions with the total composition C10H13O2 in a non-equilibrium geometry from the Open Molecules 2025 dataset. Energies are from the ωB97M-V functional and the def2-TZVPD basis.

```
25
Properties=species:S:1:pos:R:3:forces:R:3
C -2.45988 0.79462 0.68094 -1.50 1.47 3.18
C -2.17032 2.34284 1.01424 1.62 -2.45 1.65
C -3.80321 0.52607 0.05417 0.07 -0.76 -1.48
O -3.94452 -0.71188 -0.18695 -0.62 0.50 0.08
O -4.52343 1.48986 -0.22682 -0.92 0.31 -0.09
H -1.77301 0.43471 0.02221 1.81 -0.90 -1.82
H -2.61730 -0.04495 1.43899 1.28 1.66 0.16
H -2.42000 2.67226 2.02146 -0.69 -0.23 0.05
H -2.65030 2.92085 0.30746 -1.42 1.11 -1.39
H -1.11422 2.66754 0.98522 0.09 -0.71 -0.32
C 0.31334 -2.52091 -0.51998 -0.55 -1.81 0.22
C 3.25843 0.67154 -0.42490 -1.03 0.73 1.40
C 3.64749 -0.63992 -0.46103 -0.77 -0.42 -0.51
C 1.88486 0.98635 -0.19259 1.66 -0.67 -1.37
C 2.62395 -1.57667 -0.54925 1.89 -5.87 0.20
C 0.96836 -0.05814 -0.24073 -2.10 1.06 0.17
C 1.27444 -1.41780 -0.43426 0.65 3.49 0.96
H 4.00269 1.43940 -0.35917 0.25 0.44 -0.11
H 4.68156 -0.95755 -0.42051 -0.05 0.07 -0.26
H 1.62908 2.05164 -0.14996 -0.34 -0.65 0.22
H 2.91185 -2.80108 -0.60975 -0.29 3.38 0.07
H -0.09191 0.23559 -0.14638 0.77 -0.33 0.08
H 0.81451 -3.38657 0.03046 -0.53 0.59 -1.40
H 0.25430 -2.62106 -1.65497 -0.62 -0.86 1.55
H -0.69679 -2.49674 0.02210 1.34 0.87 -1.23
```
Positions in Å, forces in eV/Å.

Summary:
- F_max: 6.2 eV/Å
- Total energy: -539.31397 Eh
- Kohn-Sham gap: 7.0 eV
- Relative energy (zero: lowest compared OMol25 entry of this formula, charge and spin): 205.1 kJ/mol
- Total charge: -1
- LUMO level: 0.1109 Eh